Entry 1:
# C13H18Cl2NO

A molecular structure, C13H18Cl2NO in a non-equilibrium geometry (the ωB97M-V functional and the def2-TZVPD basis, the OMol25 dataset).

```
! wB97M-V def2-TZVPD RIJCOSX def2/J DEFGRID3
* xyz 1 1
Cl -7.09 -0.52 -0.01
C -5.28 -0.34 -0.11
C -4.46 -1.36 -0.21
C -3.19 -1.32 -0.20
C -2.65 -0.20 -0.26
C -3.56 1.00 -0.01
C -4.97 0.81 0.12
H -5.54 1.82 -0.13
Cl -2.92 2.72 -0.15
O -1.25 0.00 -0.16
C -0.67 0.99 0.87
H -0.58 1.93 0.42
H -1.15 0.62 1.67
C 0.76 0.18 1.09
N 1.29 -0.24 -0.41
C 1.91 0.90 -0.81
C 3.35 1.09 -0.23
C 4.18 -0.03 -0.19
C 3.60 -1.03 0.35
C 2.15 -1.37 -0.18
H 1.60 -2.25 0.08
H 2.26 -1.58 -1.19
H 4.10 -1.93 0.42
H 3.26 -0.86 1.64
H 5.14 0.42 0.02
H 4.56 -0.23 -1.30
H 3.79 1.87 -0.84
H 3.20 1.77 0.71
H 1.23 1.76 -0.80
H 2.18 0.62 -1.91
H 0.46 -0.33 -0.88
H 0.55 -0.87 1.46
H 1.45 0.76 1.64
H -2.62 -2.28 -0.25
H -5.08 -2.51 -0.23
*
```

Output
**Gap between HOMO and LUMO**: 9.21 eV
**Relative energy (zero: lowest compared OMol25 entry of this formula, charge and spin)**: 243.1 kcal per mole
**Strongest force on any atom**: 15.7 eV/A
**Total energy**: -42339.11939 eV

=====

Entry 2:
# C3H7NO2

A single C3H7NO2 molecule in a non-equilibrium geometry (the ωB97M-V functional and the def2-TZVPD basis, the OMol25 dataset).

```
! wB97M-V def2-TZVPD RIJCOSX def2/J DEFGRID3
* xyz 0 1
O 1.59 0.23 -1.61
C 1.46 0.17 -0.41
C 0.23 -0.35 0.27
C -0.70 0.80 0.62
O -1.69 0.37 1.53
N -0.40 -1.38 -0.54
H 2.30 0.46 0.25
H 0.49 -0.81 1.23
H -1.13 1.25 -0.28
H -0.11 1.60 1.08
H -2.55 0.70 1.23
H -1.39 -1.46 -0.41
H -0.22 -1.25 -1.53
*
```

Output
**Gap between HOMO and LUMO**: 10.11 eV
**Relative energy (zero: lowest compared OMol25 entry of this formula, charge and spin)**: 40.5 kcal per mole
**SMILES**: N[C@@H](C=O)CO
**Strongest force on any atom**: 1.0 eV/A
**Total energy**: -8808.77160 eV

=====

Entry 3:
# C37H53Cl2F7N3O25S

8 unconnected molecules or ions with the total composition C37H53Cl2F7N3O25S in a non-equilibrium geometry (the ωB97M-V functional and the def2-TZVPD basis, the OMol25 dataset).

```
! wB97M-V def2-TZVPD RIJCOSX def2/J DEFGRID3
* xyz 1 1
C 8.86 -0.95 -1.21
C 8.04 0.10 -0.60
O 8.36 0.74 0.35
O 6.87 0.24 -1.22
C 6.38 1.60 -1.26
C 5.35 1.73 -2.36
C 3.90 1.69 -1.88
C 3.18 3.03 -2.05
C 1.99 3.00 -3.00
C 0.73 2.54 -2.32
C -0.44 2.53 -3.26
C -1.73 2.01 -2.69
N -1.94 0.55 -2.79
C -0.85 -0.29 -3.25
C -3.07 0.05 -2.46
N -4.14 0.79 -2.03
C -4.24 1.08 -0.60
Cl -2.93 0.30 0.30
C -5.59 0.70 0.03
C -5.75 -0.75 0.41
Cl -6.86 1.16 -1.16
N -3.22 -1.34 -2.53
S -4.36 -1.83 -3.69
C -3.41 -2.95 -4.67
O -4.71 -0.69 -4.47
O -5.35 -2.56 -2.98
H 8.48 -1.92 -0.96
H 8.84 -0.86 -2.28
H 9.86 -0.86 -0.85
H 6.00 1.88 -0.31
H 7.22 2.23 -1.47
H 5.53 0.93 -3.04
H 5.54 2.63 -2.89
H 3.37 0.90 -2.38
H 3.91 1.43 -0.84
H 3.88 3.77 -2.35
H 2.80 3.32 -1.09
H 1.84 3.96 -3.44
H 2.24 2.32 -3.80
H 0.93 1.57 -1.89
H 0.55 3.21 -1.51
H -0.20 2.08 -4.19
H -0.65 3.56 -3.49
H -2.54 2.47 -3.20
H -1.82 2.28 -1.66
H -1.12 -1.31 -3.17
H -0.64 -0.06 -4.26
H 0.01 -0.11 -2.65
H -4.28 1.62 -2.60
H -4.13 2.13 -0.44
H -5.78 1.36 0.84
H -5.92 -0.82 1.46
H -6.63 -1.14 -0.04
H -4.94 -1.38 0.13
H -3.54 -1.67 -1.63
H -3.99 -3.83 -4.80
H -3.20 -2.45 -5.58
H -2.49 -3.14 -4.17
C 5.61 -2.74 -1.01
C 4.89 -3.17 0.25
O 3.52 -3.04 -0.15
C 3.46 -3.21 -1.49
O 2.46 -3.38 -2.10
O 4.68 -3.14 -2.03
F 5.13 -2.35 1.30
H 5.74 -1.66 -1.04
H 6.57 -3.23 -1.15
H 5.08 -4.20 0.55
C 12.35 -0.30 1.57
C 12.59 -1.76 1.94
O 13.21 -2.26 0.77
C 13.86 -1.22 0.15
O 14.65 -1.34 -0.71
O 13.44 -0.05 0.67
F 11.43 -2.44 2.15
H 11.40 -0.18 1.04
H 12.38 0.37 2.42
H 13.25 -1.91 2.79
C -7.21 -0.83 4.74
C -7.64 0.21 5.75
O -6.83 1.34 5.38
C -6.56 1.23 4.06
O -6.13 2.10 3.38
O -6.85 0.00 3.61
F -7.36 -0.15 7.02
H -6.33 -1.38 5.09
H -7.99 -1.53 4.47
H -8.69 0.50 5.69
C -6.39 3.02 7.99
C -7.09 4.37 7.94
O -7.50 4.55 9.28
C -6.63 3.86 10.09
O -6.55 3.99 11.25
O -5.89 3.01 9.34
F -8.18 4.35 7.13
H -7.10 2.21 7.86
H -5.58 2.92 7.28
H -6.45 5.20 7.64
C 10.30 -4.94 -0.63
C 10.26 -6.39 -0.19
O 9.08 -6.42 0.61
C 8.24 -5.46 0.18
O 7.10 -5.36 0.48
O 8.90 -4.60 -0.64
F 11.33 -6.73 0.56
H 10.82 -4.32 0.11
H 10.74 -4.79 -1.61
H 10.16 -7.11 -1.00
C -5.10 6.20 -4.87
C -3.62 6.15 -4.53
O -3.54 4.94 -3.78
C -4.54 4.12 -4.18
O -4.60 2.96 -3.93
O -5.43 4.79 -4.91
F -3.22 7.18 -3.76
H -5.67 6.68 -4.07
H -5.32 6.67 -5.82
H -2.96 6.08 -5.39
C -11.13 -3.53 1.99
C -9.62 -3.59 2.10
O -9.39 -2.92 3.33
C -10.49 -3.09 4.12
O -10.52 -2.87 5.28
O -11.52 -3.54 3.37
F -8.99 -2.91 1.10
H -11.45 -2.60 1.52
H -11.56 -4.38 1.47
H -9.20 -4.59 2.15
*
```

Output
**Gap between HOMO and LUMO**: 9.22 eV
**Strongest force on any atom**: 1.5 eV/A
**Total energy**: -149783.30922 eV

=====

Entry 4:
# C27H28NOPS2SeSr

A molecular structure, C27H28NOPS2SeSr in a non-equilibrium geometry (the ωB97M-V functional and the def2-TZVPD basis, the OMol25 dataset).

```
! wB97M-V def2-TZVPD RIJCOSX def2/J DEFGRID3
* xyz 0 1
Sr 0.05 -0.10 -0.11
O 0.64 -1.46 -2.13
C 1.07 -1.43 -3.47
C 2.57 -1.31 -3.58
C 3.21 -1.50 -4.80
C 4.58 -1.34 -4.87
C 5.27 -1.01 -3.71
C 4.55 -0.86 -2.54
N 3.23 -1.00 -2.46
H 1.01 -2.22 -1.64
H 0.62 -0.53 -3.89
H 0.70 -2.30 -4.02
H 2.63 -1.76 -5.68
H 5.10 -1.47 -5.80
H 6.34 -0.87 -3.72
H 5.05 -0.61 -1.61
C -3.86 6.18 -3.49
C -2.82 5.14 -3.16
C -1.51 5.25 -3.62
C -0.53 4.31 -3.33
C 0.86 4.49 -3.85
C -0.87 3.21 -2.53
Se 0.46 1.88 -2.15
C -2.19 3.07 -2.06
C -2.59 1.90 -1.22
C -3.13 4.04 -2.38
H -3.45 6.95 -4.15
H -4.23 6.66 -2.59
H -4.71 5.73 -4.00
H -1.24 6.11 -4.24
H 0.95 5.41 -4.42
H 1.14 3.65 -4.50
H 1.58 4.49 -3.03
H -2.41 0.96 -1.75
H -3.65 1.95 -0.95
H -2.01 1.89 -0.29
H -4.15 3.92 -2.01
S 1.94 -1.97 1.08
P 0.15 -2.04 1.85
S -1.27 -2.58 0.60
C -0.24 -0.34 2.38
C 0.79 0.45 2.88
C 0.59 1.80 3.13
C -0.65 2.37 2.88
C -1.69 1.58 2.42
C -1.48 0.23 2.16
C 0.03 -2.96 3.38
C -1.19 -2.95 4.06
C -1.33 -3.65 5.25
C -0.25 -4.37 5.75
C 0.96 -4.39 5.08
C 1.11 -3.68 3.89
H 1.76 -0.01 3.06
H 1.41 2.40 3.51
H -0.80 3.43 3.05
H -2.66 2.03 2.23
H -2.28 -0.40 1.78
H -2.03 -2.40 3.65
H -2.27 -3.65 5.77
H -0.36 -4.93 6.68
H 1.80 -4.95 5.47
H 2.05 -3.67 3.36
*
```

Output
**Gap between HOMO and LUMO**: 6.53 eV
**Relative energy (zero: lowest compared OMol25 entry of this formula, charge and spin)**: 22.9 kcal per mole
**Strongest force on any atom**: 3.3 eV/A
**Total energy**: -129136.16368 eV

=====

Entry 5:
# C2H7NOS2

A single C2H7NOS2 molecule in a non-equilibrium geometry (the ωB97M-V functional and the def2-TZVPD basis, the OMol25 dataset).

```
! wB97M-V def2-TZVPD RIJCOSX def2/J DEFGRID3
* xyz 0 1
C 0.49 0.14 -1.87
C 0.24 -0.31 2.38
N -0.81 0.66 -1.77
O -1.32 -1.01 0.45
S 1.34 0.02 -0.18
S -0.50 0.16 0.76
H 1.26 0.73 -2.47
H -0.73 1.51 -1.37
H 0.39 -0.96 -2.20
H 0.16 -1.40 2.23
H 1.24 0.16 2.25
H -0.07 0.12 3.32
H -1.70 0.19 -1.54
*
```

Output
**Gap between HOMO and LUMO**: 9.48 eV
**Relative energy (zero: lowest compared OMol25 entry of this formula, charge and spin)**: 53.7 kcal per mole
**Strongest force on any atom**: 3.7 eV/A
**Total energy**: -27393.65869 eV

=====

Entry 6:
# C8H22N2O2Rb

A molecular structure, C8H22N2O2Rb in a non-equilibrium geometry (the ωB97M-V functional and the def2-TZVPD basis, the OMol25 dataset).

```
! wB97M-V def2-TZVPD RIJCOSX def2/J DEFGRID3
* xyz 1 1
Rb -1.85 0.10 -1.14
C 0.42 -1.69 1.31
C -0.83 -2.49 1.67
C -1.75 -1.86 2.70
O -1.05 -1.82 3.92
C -1.80 -1.25 4.97
N -1.64 -2.69 0.46
H 0.89 -1.46 2.27
H 0.17 -0.70 0.92
H 1.14 -2.21 0.68
H -0.47 -3.42 2.12
H -2.70 -2.40 2.76
H -1.91 -0.81 2.43
H -1.31 -1.38 5.93
H -2.75 -1.80 5.03
H -1.91 -0.16 4.87
H -2.38 -3.35 0.69
H -1.17 -3.13 -0.32
C 2.97 0.89 -3.12
C 1.92 1.18 -2.06
C 1.28 2.53 -2.35
O 0.15 2.80 -1.53
C -0.62 3.89 -2.01
N 0.93 0.08 -1.96
H 3.79 0.31 -2.70
H 3.42 1.71 -3.68
H 2.60 0.24 -3.93
H 2.35 1.16 -1.06
H 0.91 2.50 -3.38
H 2.04 3.30 -2.25
H -1.49 4.05 -1.39
H -0.87 3.74 -3.07
H -0.02 4.81 -1.96
H 1.25 -0.87 -2.10
H 0.26 0.19 -2.73
*
```

Output
**Gap between HOMO and LUMO**: 9.22 eV
**Relative energy (zero: lowest compared OMol25 entry of this formula, charge and spin)**: 26.8 kcal per mole
**Strongest force on any atom**: 1.8 eV/A
**Total energy**: -16377.42403 eV

=====

Across the entries above, HOMO takes the values -11.741, -9.364, -12.248, -6.727, -8.993, -12.473 eV, respectively.